# 1
Below is a 10-piece molecular cluster, C9H36F2NO13S2 overall in a non-equilibrium geometry, with properties calculated with the ωB97M-V functional and the def2-TZVPD basis.

Geometry as XYZ:
```
63
Properties=species:S:1:pos:R:3:mulliken_charge:R:1
N -15.2672 16.8486 8.7986 0.097
S -16.7456 16.7310 8.5012 0.526
O -17.4741 17.9148 8.0168 -0.603
O -17.5096 15.7096 9.2262 -0.580
F -16.4678 16.0035 7.0393 -0.194
S -15.6268 17.5650 10.3194 0.348
O -16.1717 16.6849 11.3696 -0.499
O -15.9641 18.9984 10.3235 -0.441
F -14.1076 17.5765 10.8494 -0.345
C -15.7170 14.2743 4.7555 -0.274
O -14.9659 13.0795 4.5512 -0.560
H -16.6580 14.0112 5.2386 0.199
H -15.1395 14.8873 5.4475 0.031
H -15.7605 14.8510 3.8316 0.310
H -14.1522 13.2920 4.0884 0.293
C -18.5037 17.4398 4.4592 -0.217
O -19.6848 16.9829 3.7292 -0.581
H -18.6772 17.2872 5.5244 0.203
H -17.6504 16.7876 4.2731 0.030
H -18.3825 18.4971 4.2234 0.265
H -20.4966 17.3715 4.0632 0.300
C -18.2436 18.9738 13.1189 -0.453
O -18.6639 17.8874 12.2977 -0.437
H -18.3097 18.8634 14.2013 0.330
H -17.2000 19.2277 12.9335 0.064
H -18.8346 19.8414 12.8255 0.231
H -18.2438 17.1368 12.7239 0.265
C -13.2941 20.6924 11.1966 -0.223
O -12.3853 20.6195 12.3038 -0.591
H -12.9526 20.1142 10.3380 0.166
H -14.2383 20.2351 11.4921 0.063
H -13.4967 21.7305 10.9332 0.291
H -11.9907 19.7455 12.3472 0.303
C -14.8362 13.3842 8.4726 -0.652
O -14.6686 14.3946 9.4379 -0.465
H -14.1775 13.5859 7.6279 0.227
H -14.5932 12.4057 8.8868 0.306
H -15.8651 13.3769 8.1127 0.215
H -14.7474 15.2394 8.9888 0.538
C -14.7104 18.6100 5.8336 -0.571
O -14.3635 18.8990 7.1395 -0.495
H -14.2794 17.6783 5.4674 0.224
H -15.7853 18.5827 5.6547 0.105
H -14.2651 19.4430 5.2896 0.374
H -14.5340 18.1527 7.7188 0.365
C -11.9827 16.9291 8.3755 -0.669
O -13.0216 16.1850 7.7490 -0.543
H -12.0451 16.9872 9.4622 0.153
H -11.0094 16.4610 8.2283 0.348
H -11.8976 17.9564 8.0214 0.239
H -13.8588 16.5082 8.0898 0.781
C -13.6167 17.1143 14.6014 -0.408
O -12.3018 16.6791 14.4064 -0.499
H -13.6733 17.8548 15.3992 0.288
H -14.0948 17.4972 13.6997 0.007
H -14.1658 16.2536 14.9832 0.319
H -12.1176 16.1143 15.1605 0.303
C -16.3370 21.6628 8.5629 -0.506
O -17.1725 21.2914 9.6771 -0.593
H -15.2797 21.5017 8.7731 0.144
H -16.6261 21.1344 7.6544 0.164
H -16.4196 22.7290 8.3520 0.332
H -16.9088 20.4173 9.9737 0.649
```

The calculation puts the total energy at -2393.31197 Ha. Its LUMO energy is 1.967 eV. The largest force on an atom comes out at 11.16 eV/Å. Its charge is -1. For the frontier orbital gap, the calculation gives 8.908 eV. The calculation puts the HOMO energy at -6.941 eV.

# 2
Below is a 6-piece molecular cluster, C20H40N7O5 overall in a non-equilibrium geometry, with properties calculated with the ωB97M-V functional and the def2-TZVPD basis.

Geometry as XYZ:
```
72
Properties=species:S:1:pos:R:3:mulliken_charge:R:1
N -5.9568 -0.2290 4.6938 -0.787
C -5.5021 -1.2564 5.3846 0.469
C -4.8521 -2.3775 4.7781 0.149
C -4.3932 -3.3704 5.5730 -0.458
N -4.4534 -3.4703 6.9033 -0.773
C -5.0863 -2.4425 7.4868 -0.292
C -5.5920 -1.3943 6.8015 -0.387
H -6.1598 0.5082 5.3708 0.102
H -4.7322 -2.4045 3.7027 0.197
H -3.8929 -4.1975 5.0668 0.327
H -5.1907 -2.4583 8.5685 0.295
H -6.0857 -0.5986 7.3551 0.208
C -4.3532 -0.3295 1.7789 -1.232
C -5.0741 -1.4869 1.1348 0.802
O -5.0999 -2.5981 1.6403 -0.706
N -5.7099 -1.2517 -0.0469 -0.140
C -5.7896 -0.0086 -0.7904 -0.737
H -3.9054 -0.6661 2.7077 0.258
H -3.5667 0.0410 1.1153 0.437
H -5.0538 0.4712 2.0131 0.292
H -6.1697 -2.0641 -0.4230 0.221
H -6.8395 0.2804 -0.9000 0.313
H -5.3563 -0.1551 -1.7765 0.193
H -5.2544 0.7850 -0.2816 0.283
C -2.6096 1.0836 -4.3726 -1.280
C -2.7967 -0.2935 -3.7876 0.829
O -3.3261 -0.4718 -2.7010 -0.634
N -2.3488 -1.3518 -4.5096 -0.176
C -1.6902 -1.3526 -5.8010 -0.848
H -3.0149 1.8185 -3.6832 0.250
H -1.5474 1.2886 -4.5179 0.318
H -3.1395 1.1669 -5.3233 0.396
H -2.5070 -2.2372 -4.0559 0.235
H -2.2786 -1.9393 -6.5109 0.325
H -0.7076 -1.8145 -5.6940 0.245
H -1.5675 -0.3479 -6.1889 0.316
C 1.1366 2.1442 -2.2401 -0.824
C 1.0444 0.6565 -2.4550 0.751
O 0.7676 0.1669 -3.5450 -0.695
N 1.2746 -0.1386 -1.3844 -0.074
C 1.5991 0.2599 -0.0247 -0.496
H 0.9204 2.6485 -3.1779 0.317
H 0.4046 2.4624 -1.4948 0.381
H 2.1457 2.4245 -1.9192 -0.071
H 1.1956 -1.1216 -1.5888 0.214
H 2.5607 -0.1615 0.2648 -0.029
H 0.8324 -0.1164 0.6554 0.323
H 1.6487 1.3396 0.0624 0.257
C 7.1488 -0.7989 -0.0168 -1.332
C 5.7491 -1.2139 0.3674 0.836
O 4.9751 -0.4471 0.9218 -0.650
N 5.3671 -2.4818 0.0741 -0.153
C 6.1360 -3.5259 -0.5773 -0.871
H 7.3001 0.2339 0.2815 0.201
H 7.8859 -1.4215 0.4918 0.411
H 7.2872 -0.8750 -1.0959 0.379
H 4.4231 -2.6928 0.3583 0.232
H 5.6245 -3.8410 -1.4880 0.293
H 6.2208 -4.3858 0.0890 0.297
H 7.1307 -3.1784 -0.8337 0.325
C 4.8490 2.6866 0.3558 -0.941
C 4.6639 3.4036 -0.9595 0.727
O 4.2310 2.8466 -1.9590 -0.746
N 5.0045 4.7200 -1.0107 -0.147
C 5.5315 5.5525 0.0536 -0.834
H 4.5451 1.6526 0.2504 -0.044
H 5.8984 2.7094 0.6530 0.436
H 4.2389 3.1515 1.1323 0.376
H 4.8589 5.1377 -1.9161 0.254
H 4.8562 6.3916 0.2304 0.282
H 6.5064 5.9474 -0.2391 0.280
H 5.6410 4.9888 0.9732 0.326
```

The calculation puts the total energy at -1545.64773 Ha. Its LUMO energy is 1.701 eV. The largest force on an atom comes out at 1.38 eV/Å. Its charge is -1. For the frontier orbital gap, the calculation gives 3.921 eV. The calculation puts the HOMO energy at -2.220 eV.

# 3
Below is a 10-piece molecular cluster, C14H48N6O10 overall in a non-equilibrium geometry, with properties calculated with the ωB97M-V functional and the def2-TZVPD basis.

Geometry as XYZ:
```
78
Properties=species:S:1:pos:R:3:mulliken_charge:R:1
C -14.7985 -9.6081 -17.8107 -0.500
O -13.4230 -9.9004 -18.0167 -0.533
H -15.3731 -10.5233 -17.9534 0.382
H -15.0207 -9.1990 -16.8251 0.020
H -15.0972 -8.8082 -18.4883 0.326
H -13.2201 -10.5162 -17.3087 0.310
C -16.4129 -5.3853 -9.7360 -0.172
O -15.7318 -5.6599 -8.5247 -0.548
H -15.7940 -5.2094 -10.6158 0.430
H -17.0611 -6.2232 -9.9925 -0.423
H -17.0841 -4.5470 -9.5493 0.356
H -14.8990 -5.1836 -8.5590 0.325
C -14.5111 -8.2749 -11.1186 -0.181
O -13.5629 -8.3519 -10.1136 -0.604
H -14.0980 -7.6746 -11.9291 0.207
H -14.5575 -9.3092 -11.4594 0.248
H -15.4911 -7.9044 -10.8178 -0.023
H -13.8399 -8.0630 -9.2410 0.348
C -17.7875 -4.6292 -13.4719 0.667
O -16.8854 -4.9951 -14.1749 -0.664
N -18.7871 -3.8257 -13.7939 -0.408
N -18.1596 -5.2044 -12.3465 0.037
H -18.6783 -3.3255 -14.6645 0.238
H -19.6362 -3.9084 -13.2533 0.153
H -19.0099 -4.9629 -11.8576 0.185
H -17.7579 -6.1288 -12.2820 -0.294
C -17.7616 -8.6369 -13.0516 0.243
O -17.7014 -8.1015 -11.9997 -0.450
N -18.5535 -9.6102 -13.4251 0.185
N -16.9647 -8.3791 -14.0566 0.874
H -18.4886 -9.8005 -14.4149 -0.070
H -19.2838 -9.9457 -12.8134 0.291
H -16.4141 -7.5338 -14.1048 -0.079
H -17.0425 -8.8083 -14.9676 -0.060
C -18.9141 -9.1486 -17.1571 0.752
O -18.1150 -9.7572 -16.4831 -0.758
N -18.7345 -8.0317 -17.6650 -0.355
N -20.0424 -9.6556 -17.4652 -0.432
H -17.8358 -7.6544 -17.3999 0.178
H -19.1882 -7.7656 -18.5272 0.221
H -20.3022 -10.5104 -16.9941 0.239
H -20.7779 -9.1510 -17.9389 0.163
C -12.6683 -6.7745 -16.5243 -1.225
C -13.5379 -5.8590 -15.6906 -0.087
O -14.8069 -6.4778 -15.5951 -0.384
H -12.9277 -7.0588 -17.5441 0.308
H -12.7069 -7.8210 -16.2217 0.259
H -11.6146 -6.4977 -16.5595 0.393
H -13.6416 -4.8350 -16.0495 0.294
H -13.2634 -5.7088 -14.6464 0.281
H -15.2463 -5.8709 -14.9950 0.207
C -17.2164 -12.8442 -14.4676 -1.459
C -16.0121 -11.9558 -14.4232 0.658
O -15.0876 -12.3898 -13.4722 -0.526
H -16.9258 -13.8936 -14.4186 0.493
H -17.7634 -12.5028 -15.3464 0.356
H -17.9840 -12.6999 -13.7073 0.357
H -16.2869 -10.9065 -14.3159 -0.242
H -15.4495 -11.9997 -15.3557 0.127
H -15.5596 -13.0050 -12.9063 0.347
C -21.1079 -7.2444 -14.1437 -0.480
C -21.8864 -8.4989 -14.3439 -0.274
O -22.4652 -8.7861 -13.1026 -0.511
H -21.0000 -6.5516 -14.9783 0.417
H -20.0654 -7.4065 -13.8699 -0.260
H -21.5102 -6.5764 -13.3821 0.371
H -21.2609 -9.3091 -14.7188 0.170
H -22.6970 -8.3484 -15.0570 0.333
H -22.4434 -9.7457 -13.1184 0.331
C -19.1772 -7.5475 -8.3524 -1.253
C -19.9737 -6.8357 -9.4035 0.550
O -20.4686 -7.7789 -10.2799 -0.548
H -18.6784 -8.4804 -8.6152 0.276
H -19.8398 -7.9238 -7.5729 0.399
H -18.5471 -6.8663 -7.7805 0.338
H -19.2605 -6.2201 -9.9516 -0.441
H -20.7477 -6.2639 -8.8916 0.382
H -19.8736 -8.0061 -10.9983 0.219
```

The calculation puts the total energy at -1642.71804 Ha. Its LUMO energy (alpha / beta) is -2.562 / -8.952 eV. The largest force on an atom comes out at 7.97 eV/Å. Its charge is +1. As for the multiplicity: 2. For the frontier orbital gap (alpha / beta), the calculation gives 9.548 / 3.158 eV. The calculation puts the HOMO energy (alpha / beta) at -12.110 / -12.109 eV.

# 4
Below is one molecule with the formula C4H4N2O in a non-equilibrium geometry, with properties calculated with the ωB97M-V functional and the def2-TZVPD basis.

Geometry as XYZ:
```
11
Properties=species:S:1:pos:R:3:mulliken_charge:R:1
C -0.2474 1.1248 -0.0888 0.136
C 0.2090 -0.0868 -0.0873 0.106
C 1.6756 -0.5508 -0.0070 -0.092
C -0.9544 -0.9350 -0.0806 0.018
H -2.1162 0.6791 0.6587 0.305
H -1.8395 2.5251 -0.1152 0.239
H 0.6224 1.8201 -0.2907 0.310
H 1.7468 -1.6076 0.2131 0.369
N -1.5551 1.5365 0.0725 -0.476
N -1.7581 -1.8464 0.0068 -0.470
O 2.5853 0.1799 0.0701 -0.445
```

The calculation puts the total energy at -339.48544 Ha. The SMILES is N#C/C(C=O)=C\N. Its LUMO energy is 0.252 eV. The largest force on an atom comes out at 7.70 eV/Å. For the frontier orbital gap, the calculation gives 9.639 eV. The calculation puts the HOMO energy at -9.387 eV.

The lowest largest force on an atom belongs to which entry? C20H40N7O5

Among the records above, which one has the lowest largest force on an atom? C20H40N7O5

Which formula does entry 3 have? C14H48N6O10

Among the records above, which one has the highest largest force on an atom? C9H36F2NO13S2